Entry 1:
A single C23H25FN2O3 molecule, computed with ωB97M-V/def2-TZVPD.

Properties
Electronic energy (eV): -36097.231
Energy relative to the best compared isomer or geometry (same formula, charge and spin) (eV): 0.652
SMILES: Cc1cc(C)cc(C(=O)N[C@H]2CC23CCN(C(=O)c2cccc(O)c2F)CC3)c1
Gap between HOMO and LUMO (eV): 9.4317

XYZ file:
```
54
Properties=species:S:1:pos:R:3:forces:R:3
C 6.72293 -1.65709 -0.05711 -0.2137 0.2028 0.1884
C 5.84331 -0.43289 0.11287 0.0204 -0.3015 0.1216
C 6.36274 0.72526 0.69334 -0.7905 -0.0086 -0.2328
C 5.55034 1.84461 0.88079 0.1688 0.1538 -0.0654
C 6.11213 3.10417 1.51195 -0.1788 -0.1668 -0.2615
C 4.21517 1.80584 0.47350 -0.0419 -0.4657 -0.1459
C 3.67440 0.65591 -0.12069 0.6108 -0.1590 0.1296
C 2.22411 0.64451 -0.54748 -0.3480 1.5827 0.6049
O 1.40859 1.41670 -0.05228 0.3430 -0.4249 0.0783
N 1.91134 -0.20277 -1.53698 -0.5375 -1.2384 -0.7116
C 0.58351 -0.54313 -2.04683 0.1165 0.4385 0.7802
C 0.12037 -1.97968 -1.98678 -0.1450 -0.2279 -0.4176
C -0.58182 -0.97197 -1.12551 0.0616 0.2418 0.4830
C -0.42391 -1.15621 0.41055 0.0432 0.4870 0.0136
C -1.08642 -0.02872 1.24623 -0.1014 -0.1024 -0.7158
N -2.47249 0.14123 0.76773 -0.4097 0.4776 0.0076
C -3.46406 -0.62692 1.30338 0.4072 -0.9108 0.4700
O -3.23370 -1.50606 2.13819 -0.2034 0.7609 -0.4106
C -4.89741 -0.42237 0.85854 -0.3147 0.6628 -0.1255
C -5.73292 -1.54233 0.71749 -0.1031 0.2742 -0.1694
C -7.06860 -1.39846 0.34585 0.4239 0.3998 0.1066
C -7.59801 -0.12860 0.12789 0.8285 -0.6092 0.2517
C -6.79624 0.99846 0.29835 -0.9022 0.1660 -0.1786
O -7.35235 2.23629 0.09913 1.1964 0.3745 0.2893
C -5.45237 0.85966 0.67860 -0.2201 -0.4189 -0.0278
F -4.71128 1.97579 0.89502 -0.4654 -0.5281 -0.1938
C -2.52045 0.62972 -0.62622 0.6930 -0.3004 0.2845
C -2.00331 -0.51290 -1.52981 0.3403 0.3376 0.0030
C 4.50422 -0.46785 -0.28405 0.0894 0.6869 0.1530
H 6.13305 -2.57406 -0.03295 -0.0222 0.0441 -0.1391
H 7.26787 -1.60981 -1.00017 0.0395 -0.0773 -0.0140
H 7.44422 -1.72993 0.75786 0.0607 0.0743 -0.0824
H 7.39625 0.75261 1.00652 0.1241 -0.0039 0.0398
H 5.77607 3.98362 0.96156 -0.0531 0.0139 0.0542
H 5.76396 3.20024 2.54064 0.0667 0.0394 0.0426
H 7.20247 3.11510 1.49844 -0.0507 -0.1089 0.0873
H 3.59011 2.67698 0.62273 -0.1150 -0.0558 -0.0557
H 2.69821 -0.55345 -2.05446 -0.0625 -0.3305 -0.0470
H 0.32062 0.04378 -2.93036 -0.1398 -0.2099 0.2823
H -0.40565 -2.39806 -2.84497 0.0784 0.2474 0.0661
H 0.76239 -2.72169 -1.51109 -0.0534 0.3600 0.0997
H -0.88584 -2.10122 0.69991 -0.2285 -0.0305 -0.1248
H 0.62048 -1.26286 0.70032 0.1887 0.1417 -0.1661
H -1.04124 -0.17906 2.32710 -0.3281 -0.5177 -0.2516
H -0.58210 0.92463 1.09509 0.0489 -0.0552 -0.3319
H -5.34094 -2.53587 0.89826 0.1813 0.1736 0.0377
H -7.69351 -2.27331 0.23465 -0.0110 -0.0082 -0.0100
H -8.63410 -0.02814 -0.15799 -0.1083 0.1822 -0.0421
H -8.29040 2.20219 -0.09237 -0.0929 -0.4103 0.0053
H -3.48168 1.04453 -0.92592 -0.1561 -0.5473 0.1386
H -1.84994 1.48988 -0.68507 0.1944 -0.1088 0.0347
H -2.02818 -0.18789 -2.57015 0.1784 0.0317 -0.1334
H -2.69310 -1.35667 -1.47528 -0.0454 -0.1173 0.1926
H 4.11316 -1.38175 -0.70798 -0.0619 -0.1114 0.0084
```
Forces are in eV/Å.

=====

Entry 2:
A single C23H25FN2O4 molecule, computed with ωB97M-V/def2-TZVPD.

Properties
Electronic energy (eV): -38144.082
Energy relative to the best compared isomer or geometry (same formula, charge and spin) (eV): 2.385
SMILES: Cc1cc(=O)oc2cc(OC[C@@H](O)CN3CCN(c4ccc(F)cc4)CC3)ccc12
Gap between HOMO and LUMO (eV): 7.4384

XYZ file:
```
55
Properties=species:S:1:pos:R:3:forces:R:3
C 5.84689 4.50613 -4.49579 -0.0033 0.0959 0.0481
C 5.08373 5.05290 -3.33400 0.1283 0.5735 0.1061
C 5.23101 6.33400 -2.93053 0.0620 -0.4577 -0.2800
C 4.50676 6.89791 -1.80923 0.1507 0.6230 0.1006
O 4.60584 8.03196 -1.41392 -0.0739 -0.4243 -0.1031
O 3.63921 6.06024 -1.15289 -0.1300 0.1502 0.2260
C 3.46640 4.77626 -1.52786 -0.0866 -0.8834 -0.3034
C 2.56135 4.02316 -0.79376 0.0540 0.0712 -0.0204
C 2.32719 2.69273 -1.11936 0.2447 0.3709 -0.1844
C 3.01483 2.11806 -2.19264 -0.2460 -0.3338 0.1530
C 3.91094 2.86946 -2.91814 0.0382 0.3747 0.1241
C 4.16136 4.20989 -2.61269 -0.2760 -0.0111 0.3291
H 4.43060 2.40791 -3.74249 0.0635 -0.0436 -0.0966
H 2.85371 1.08691 -2.46217 -0.0318 -0.0885 -0.0098
O 1.42260 2.04540 -0.34554 0.0121 0.1377 0.0794
C 1.10124 0.69718 -0.63292 -0.3288 -0.4139 0.1260
C 0.01186 0.28553 0.36827 0.6237 -0.1850 -0.2935
O -1.09128 1.15247 0.24903 -0.2895 0.3283 -0.1070
H -0.75667 2.05753 0.28251 -0.0364 -0.0306 0.0184
C -0.45530 -1.15352 0.10707 0.0953 0.4595 0.1774
N -0.90464 -1.77875 1.33426 0.1710 -0.1157 0.0449
C -0.92261 -3.23064 1.30480 -0.1606 -0.2060 -0.1432
C -2.13327 -3.78452 0.53585 0.2729 -0.0440 0.1679
N -3.37588 -3.29567 1.09519 0.1426 0.1398 -0.5060
C -4.03898 -3.99452 2.08762 -0.2774 -0.3393 0.2908
C -5.33684 -3.61138 2.45867 0.1519 0.0339 -0.0108
C -6.05810 -4.31851 3.39646 0.0476 -0.2253 0.2248
C -5.49427 -5.43963 3.97738 0.1151 -0.0171 -0.0577
C -4.22599 -5.85846 3.62961 -0.4099 -0.0347 0.2226
C -3.50545 -5.13803 2.69633 0.0682 0.2405 -0.1736
H -2.51051 -5.47704 2.45721 0.0968 0.0094 -0.0376
H -3.80357 -6.73556 4.09446 0.0197 -0.0878 0.0592
F -6.19971 -6.13952 4.89919 0.0445 0.0550 -0.0702
H -7.05575 -4.01505 3.67224 -0.1059 0.0125 0.0333
H -5.80162 -2.75888 1.98933 -0.0346 0.0570 -0.0680
C -3.39463 -1.84468 1.07846 0.2182 0.2820 0.2055
C -2.17639 -1.27680 1.82954 -0.3106 0.1207 -0.0067
H -2.17548 -0.19086 1.75317 -0.0482 -0.0062 0.1282
H -2.24910 -1.56152 2.88432 -0.0784 0.0472 0.0015
H -4.30159 -1.46551 1.54260 -0.0105 0.0158 -0.0856
H -3.37897 -1.51193 0.03538 -0.0799 0.0422 0.0366
H -2.13042 -4.87363 0.52068 -0.0037 0.0073 -0.0655
H -2.08753 -3.43716 -0.50327 0.0265 -0.0827 0.0092
H 0.00908 -3.59296 0.86551 0.0282 -0.0279 0.0335
H -0.97067 -3.56973 2.34437 0.0283 -0.0952 -0.0354
H -1.22365 -1.10889 -0.67904 0.0926 -0.0208 -0.0843
H 0.39109 -1.73276 -0.26941 -0.0186 -0.0268 -0.0392
H 0.43086 0.34433 1.38407 -0.0184 -0.0891 -0.1454
H 0.70949 0.60896 -1.65470 0.0569 0.0116 0.0484
H 1.98257 0.05546 -0.51849 -0.0361 0.0567 -0.0057
H 2.04044 4.47616 0.03320 -0.0769 0.0670 0.1202
H 5.90438 7.01351 -3.42883 0.0433 0.0489 -0.0296
H 5.16220 4.15576 -5.26671 -0.0116 -0.0623 -0.0774
H 6.49016 5.27124 -4.92092 0.0401 0.0048 -0.0452
H 6.46306 3.66506 -4.18151 0.0465 -0.0845 -0.0295
```
Forces are in eV/Å.

=====

Entry 3:
A molecular structure, C23H25I2N6, computed with ωB97M-V/def2-TZVPD.

Properties
Electronic energy (eV): -49395.762
Gap between HOMO and LUMO (eV): 5.3060
Net charge: -1

XYZ file:
```
56
Properties=species:S:1:pos:R:3:forces:R:3
C -2.33969 -1.57236 -3.80596 0.8612 0.7157 0.3685
C -2.62358 -0.01207 -4.00686 -2.8594 0.1172 -0.4049
I -0.98775 1.46158 -4.00705 -0.4977 -1.1585 -0.0200
C -3.95839 0.42513 -4.19887 0.6796 -4.6088 0.5567
I -4.37064 2.59141 -4.49019 -0.2931 0.1542 0.1254
N -5.04843 -0.53235 -4.22123 3.5510 2.9874 -0.6921
N -5.85078 -0.36924 -3.07388 -0.6805 0.1314 0.9783
H -1.22416 -1.79645 -3.90704 -1.4140 0.4285 0.0228
H -2.60428 -1.86699 -2.73829 0.1365 0.3194 -1.3774
H -2.91208 -2.20798 -4.54521 0.5217 0.9580 0.9041
H -5.31938 -0.65686 -2.22940 -0.3001 0.5868 -0.4569
H -6.14778 0.62117 -2.96361 0.3117 -0.5993 0.0764
N 1.79031 0.93628 0.34678 0.0330 0.8326 0.1418
C 2.67779 1.76366 0.91979 -0.2701 -0.3128 -0.1512
C 2.54263 3.14132 0.94656 -0.0323 -0.0169 -0.0239
C 1.42678 3.70294 0.34322 -0.0562 0.0575 -0.0286
C 0.49491 2.87180 -0.25786 0.1091 0.1784 0.0401
C 0.71979 1.50521 -0.22804 0.2243 -0.5008 0.0672
H 3.53517 1.27822 1.37598 0.0390 0.0770 0.0220
H 3.29040 3.75981 1.42670 -0.0113 -0.0454 -0.0040
H 1.28514 4.77748 0.34232 -0.0135 -0.0611 0.0165
H -0.38733 3.27496 -0.73823 0.0168 -0.0984 -0.0199
H 0.01607 0.81428 -0.68219 -0.0293 0.0889 -0.0690
N -0.40712 -2.50091 0.09333 0.1504 -0.1889 0.6198
C -1.11322 -3.28685 0.91848 0.1164 0.2697 -0.3824
C -0.73156 -3.58163 2.21754 0.0712 0.0364 0.0273
C 0.45203 -3.03594 2.69346 0.0730 0.0213 0.0688
C 1.20218 -2.22096 1.85954 -0.1111 -0.1254 0.1413
C 0.73176 -1.98439 0.57741 -0.3698 -0.1624 -0.5491
H -2.02873 -3.69202 0.49980 -0.0068 -0.0126 0.0563
H -1.34357 -4.22154 2.84076 0.0020 0.0137 -0.0421
H 0.78572 -3.24381 3.70424 -0.0180 0.0041 -0.0368
H 2.13084 -1.77809 2.19646 -0.0390 0.0389 -0.0629
H 1.28036 -1.35181 -0.10907 0.0405 -0.0361 0.1326
N 4.01575 -1.46113 -2.55391 0.4141 -0.2738 0.4321
C 3.96371 -0.92695 -1.32510 -0.1460 0.0602 -0.5860
C 4.68923 -1.40580 -0.24532 0.0903 -0.1495 -0.0450
C 5.51404 -2.50248 -0.44301 0.0432 -0.0189 0.0988
C 5.58421 -3.07476 -1.70437 -0.0019 0.0439 0.0923
C 4.82157 -2.51892 -2.71903 -0.3417 0.3680 -0.0766
H 3.30259 -0.07365 -1.21868 0.0577 -0.1024 0.0659
H 4.61001 -0.93272 0.72541 -0.0422 0.0011 -0.0408
H 6.09653 -2.90732 0.37724 -0.0241 0.0104 -0.0350
H 6.21691 -3.93230 -1.89563 -0.0304 0.0266 -0.0185
H 4.84530 -2.92901 -3.72349 0.0305 -0.0449 0.0375
N -1.32026 3.53408 2.93744 -0.4562 -0.2666 0.1927
C -2.28566 4.09254 3.68083 0.4021 -0.0892 -0.2692
C -3.40869 3.41310 4.12403 0.0091 -0.0870 -0.0230
C -3.54697 2.07757 3.77664 -0.0572 -0.0671 0.0220
C -2.56355 1.47585 3.00672 -0.1076 0.0476 0.1061
C -1.47660 2.24175 2.61675 0.2464 0.4275 0.0415
H -2.13451 5.13923 3.92389 -0.0625 -0.0098 0.0299
H -4.15618 3.91555 4.72482 0.0335 0.0095 -0.0329
H -4.41230 1.51165 4.10271 0.0338 0.0286 -0.0292
H -2.63823 0.43577 2.71589 0.0374 0.0466 -0.0313
H -0.68034 1.81498 2.01683 -0.0636 -0.0506 0.0240
```
Forces are in eV/Å.

=====

Entry 4:
A molecular structure, C23H25N2O5PS7Tl, computed with ωB97M-V/def2-TZVPD.

Properties
Electronic energy (eV): -127304.542
Energy relative to the best compared isomer or geometry (same formula, charge and spin) (eV): 0.000
Gap between HOMO and LUMO (eV): 7.0015
Net charge: -1

XYZ file:
```
64
Properties=species:S:1:pos:R:3:forces:R:3
Tl 0.33235 -0.15929 -0.62539 -0.0132 -0.0643 0.0003
O -4.64299 -0.02801 -5.33661 0.0151 0.0095 -0.1470
C -3.69874 -0.03252 -4.58588 -0.1067 -0.0340 0.2653
S -2.76199 -1.47231 -4.18334 0.0771 -0.0245 -0.0623
C -1.62559 -0.71430 -3.07475 0.0085 0.0933 0.0218
C -1.81553 0.60064 -2.83328 -0.0242 -0.0492 0.0133
S -0.92845 1.68240 -1.77311 -0.1302 0.1323 -0.1238
S -3.14989 1.37311 -3.67924 0.0853 0.0301 -0.0833
S -0.39860 -1.79166 -2.43088 -0.0139 0.0517 -0.0581
C 2.90124 -2.01688 2.60786 -0.0006 -0.0697 -0.0048
C 2.49241 -1.25570 1.38438 0.0362 -0.0950 0.0144
N 1.93931 -1.80557 0.36919 0.0243 0.0771 0.0879
O 1.64958 -3.15777 0.54852 0.0404 -0.1001 0.0417
C 2.70134 0.18719 1.35095 -0.0406 0.0914 -0.0656
C 3.75745 0.85500 2.16969 0.0178 0.0443 0.0114
N 1.90246 0.89673 0.60492 0.0548 0.1548 0.0749
O 2.01225 2.15781 0.50052 -0.0027 -0.0214 -0.0222
H 2.21256 -2.84154 2.78021 0.0017 0.0247 -0.0042
H 2.91721 -1.35848 3.47340 -0.0098 0.0032 0.0123
H 3.90048 -2.44001 2.47824 -0.0021 -0.0122 -0.0014
H 0.94208 -3.30783 -0.08910 -0.0649 -0.0333 -0.0460
H 4.59286 0.18539 2.37501 -0.0003 -0.0211 -0.0088
H 3.36208 1.21220 3.12569 -0.0206 0.0279 -0.0058
H 4.11314 1.73025 1.62645 0.0136 0.0006 -0.0077
O -0.66547 -1.04267 1.10800 0.0744 -0.1882 0.0987
C -1.71435 -0.51293 1.82981 0.0158 0.0738 -0.0791
C -2.19589 -1.59970 2.78300 0.0526 -0.0511 0.0480
C -1.43470 -2.61483 3.27684 -0.0119 0.0268 -0.0707
C -2.14025 -3.43365 4.19673 -0.0852 -0.0372 0.0522
C -3.42520 -3.02068 4.37974 0.0126 -0.0605 0.0232
S -3.78665 -1.64682 3.42638 -0.0285 -0.0073 0.0586
C -1.24735 0.69406 2.64542 0.0306 0.0274 -0.1344
C -0.81533 1.88577 2.14319 -0.0641 -0.0163 0.0024
C -0.32028 2.76358 3.13869 -0.0015 0.0232 0.0883
C -0.39701 2.22479 4.38677 0.1032 0.0229 0.0175
S -1.03686 0.63939 4.35020 -0.0545 -0.0044 0.0066
C -2.86928 -0.13409 0.90943 0.0175 0.0065 -0.0882
C -3.25202 -0.85523 -0.18310 0.0469 0.0067 0.0751
C -4.38914 -0.31251 -0.83189 -0.0670 0.0320 0.0182
C -4.85278 0.80785 -0.21237 -0.0524 -0.0155 -0.0246
S -3.90254 1.21547 1.14994 -0.0055 0.0015 0.0027
H -0.41394 -2.76158 2.95846 0.0333 0.0176 -0.0129
H -1.71598 -4.29584 4.69103 0.0076 -0.0168 0.0174
H -4.17985 -3.46715 5.00609 -0.0264 -0.0007 0.0156
H -0.83514 2.13395 1.09218 -0.0307 -0.0101 -0.0506
H 0.08233 3.74217 2.92536 0.0101 0.0341 0.0056
H -0.09711 2.67226 5.32042 0.0082 0.0004 0.0216
H -2.71310 -1.73404 -0.50872 0.0041 -0.0147 0.0062
H -4.82880 -0.72546 -1.72920 -0.0094 -0.0046 -0.0042
H -5.68343 1.42737 -0.50808 -0.0109 0.0313 0.0030
C 2.45598 2.86900 -3.12584 -0.0144 -0.0459 -0.0505
P 2.49831 1.09114 -3.41219 -0.0908 0.1663 -0.0753
C 1.24730 0.74671 -4.66275 0.0694 0.0202 0.0242
C 4.08430 0.75175 -4.21239 -0.0150 -0.0076 -0.0050
O 2.34480 0.30154 -2.16052 0.1390 -0.2318 0.0927
H 2.52803 3.43193 -4.05735 0.0120 -0.0087 -0.0305
H 3.26933 3.14755 -2.45654 -0.0003 -0.0329 0.0305
H 1.51025 3.09173 -2.63148 -0.0021 0.0075 0.0137
H 1.51599 1.20143 -5.61674 -0.0090 0.0174 -0.0272
H 0.28884 1.13661 -4.32321 -0.0188 0.0263 0.0256
H 1.14769 -0.33311 -4.77337 0.0380 -0.0291 -0.0008
H 4.18469 1.29727 -5.15066 0.0002 0.0288 -0.0164
H 4.15624 -0.31834 -4.40658 -0.0205 -0.0088 -0.0042
H 4.89135 1.03648 -3.53814 -0.0017 0.0059 0.0248
```
Forces are in eV/Å.